ORCA calculation (wB97M-V/def2-TZVPD) on an isolated molecule of C19H26N4O3.

Atoms and positions in Å:
C -6.138 -1.123 0.262
H -6.320 -1.198 -0.806
H -7.003 -1.510 0.794
H -5.280 -1.740 0.515
C -5.905 0.335 0.647
N -4.851 0.928 -0.152
C -3.517 0.459 0.149
H -2.847 1.289 0.401
H -3.527 -0.226 1.002
C -2.930 -0.277 -1.076
N -1.580 -0.693 -0.832
C -1.183 -1.929 -0.637
C 0.109 -2.287 -0.288
C 1.116 -1.279 -0.059
N 2.370 -1.723 0.321
C 2.730 -3.051 0.438
O 3.847 -3.401 0.737
N 1.727 -3.959 0.202
C 0.410 -3.697 -0.149
O -0.374 -4.608 -0.316
H 1.986 -4.934 0.299
C 3.408 -0.731 0.565
H 2.918 0.171 0.938
H 4.082 -1.133 1.323
C 4.189 -0.411 -0.715
C 5.232 0.629 -0.421
C 6.499 0.254 0.005
C 7.449 1.212 0.311
C 7.140 2.557 0.200
C 5.877 2.939 -0.219
C 4.928 1.980 -0.525
H 3.942 2.280 -0.850
H 5.631 3.988 -0.307
H 7.882 3.306 0.438
H 8.433 0.909 0.638
H 6.741 -0.795 0.094
H 3.490 -0.045 -1.470
H 4.657 -1.328 -1.077
O 0.904 -0.073 -0.172
H -0.855 0.015 -0.669
H -1.902 -2.730 -0.772
H -3.545 -1.148 -1.308
H -2.953 0.403 -1.932
C -4.963 2.358 -0.359
C -4.870 3.219 0.906
H -3.933 3.042 1.430
H -5.690 2.995 1.584
H -4.920 4.271 0.639
H -4.173 2.650 -1.056
H -5.922 2.544 -0.850
H -5.694 0.397 1.728
H -6.820 0.898 0.452

As for the LUMO energy: 0.44 eV. Its multiplicity is 1. The SMILES is CCN(CC)CCN/C=C1/C(=O)NC(=O)N(CCc2ccccc2)C1=O. For the orbital gap, the calculation gives 9.0 eV. As for the net charge: 0.

---

ORCA calculation (wB97M-V/def2-TZVPD) on a structure of composition C10H10Cl4CoN2O3S.

Atoms and positions in Å:
Co -0.782 0.294 0.498
Cl 0.439 -5.946 -2.048
C 0.631 -4.414 -1.231
C 1.840 -4.064 -0.676
Cl 3.211 -5.141 -0.773
C 1.967 -2.814 -0.031
Cl 3.485 -2.335 0.691
C 0.910 -1.912 0.071
O 0.987 -0.758 0.650
C -0.368 -2.280 -0.517
O -1.336 -1.438 -0.426
C -0.460 -3.524 -1.146
Cl -2.006 -3.940 -1.845
C -2.484 2.903 -0.737
O -1.116 2.912 -1.083
C -0.451 1.701 -0.871
C 0.911 1.818 -1.476
H -2.735 3.847 -0.242
H -2.724 2.085 -0.057
H -3.095 2.814 -1.643
H 0.903 2.462 -2.366
H 1.290 0.831 -1.752
H 1.640 2.240 -0.761
N -0.200 2.971 1.750
C -0.357 1.558 1.974
N 0.757 1.131 2.767
S -1.935 0.822 2.441
H -0.328 3.445 2.643
H -0.895 3.300 1.096
H 1.597 1.312 2.224
H 0.706 0.126 2.876

As for the LUMO energy (alpha / beta): 4.69 / 4.69 eV. As for the expectation value of S²: 3.996. Its multiplicity is 4. For the orbital gap (alpha / beta), the calculation gives 4.1 / 5.7 eV. As for the net charge: -2.

---

ORCA calculation (wB97M-V/def2-TZVPD) on an isolated molecule of C20H28N4O3S at a distorted geometry.

Atoms and positions in Å:
C -7.081 -1.852 -1.479
C -5.836 -1.576 -0.712
N -5.601 -0.394 -0.168
N -4.419 -0.491 0.448
C -3.871 -1.720 0.302
C -4.770 -2.453 -0.444
H -4.678 -3.475 -0.753
C -2.563 -2.098 0.894
H -2.579 -1.959 1.976
H -2.357 -3.144 0.679
H -1.753 -1.490 0.492
C -3.845 0.648 1.101
H -3.342 0.330 2.019
H -4.662 1.323 1.361
C -2.818 1.358 0.209
C -1.703 1.961 1.039
O -1.622 1.808 2.242
N -0.796 2.722 0.369
C -0.698 2.858 -1.071
H -1.209 2.027 -1.556
C 0.782 2.825 -1.494
N 1.531 1.900 -0.671
S 1.105 0.287 -0.949
O -0.050 -0.119 -0.191
O 1.036 0.136 -2.373
C 2.547 -0.537 -0.304
C 2.444 -1.386 0.778
C 3.592 -1.997 1.254
C 4.827 -1.766 0.660
C 4.916 -0.901 -0.441
C 3.762 -0.292 -0.912
H 3.787 0.374 -1.760
C 6.232 -0.637 -1.101
H 6.938 -0.207 -0.391
H 6.112 0.051 -1.932
H 6.665 -1.563 -1.476
C 6.053 -2.439 1.192
H 6.789 -1.700 1.507
H 5.810 -3.071 2.041
H 6.515 -3.054 0.421
H 3.528 -2.665 2.099
H 1.479 -1.559 1.225
C 1.560 2.267 0.735
C 0.374 3.176 1.090
H 0.152 3.116 2.156
H 0.581 4.215 0.818
H 2.511 2.766 0.954
H 1.505 1.344 1.316
H 1.251 3.809 -1.414
H 0.866 2.473 -2.522
H -1.163 3.800 -1.393
H -2.357 0.618 -0.449
H -3.296 2.122 -0.406
H -6.841 -2.144 -2.501
H -7.640 -2.665 -1.017
H -7.700 -0.960 -1.498

As for the LUMO energy: 0.48 eV. Its multiplicity is 1. The SMILES is Cc1cc(C)n(CCC(=O)N2CCN(S(=O)(=O)c3ccc(C)c(C)c3)CC2)n1. For the orbital gap, the calculation gives 8.9 eV. As for the net charge: 0.